# 1
This record from OMol25 describes 10 unconnected molecules or ions with the total composition H19O10. The level of theory is wB97M-V/def2-TZVPD.

Atoms and positions in Å:
O (2.18947, 1.77331, -0.83494)
H (1.40709, 1.49726, -1.31623)
H (0.52781, 3.12742, -2.61918)
O (-1.59462, -2.96412, -0.12541)
H (-0.67671, -3.22744, -0.08260)
H (-0.10124, -0.58991, -1.92597)
O (1.49605, -3.01950, 3.42451)
H (-1.66000, -2.18233, -0.55028)
H (0.62573, -2.91296, 2.95792)
O (-1.52617, 0.40748, -3.42576)
H (-2.63217, -1.35658, 2.89709)
H (1.90895, 2.29280, -0.03214)
O (-1.86035, -1.62438, 3.40677)
H (-0.32052, 2.56845, -1.61572)
H (-1.43402, 1.01196, -2.72548)
O (4.06461, 0.11772, 1.24677)
H (3.64727, -0.62788, 1.72525)
H (3.38074, 0.47275, 0.69684)
O (-1.46508, 1.35128, -1.06881)
H (-1.94323, 2.10024, -0.78464)
H (-0.28809, 1.57457, 0.05455)
O (-0.00392, 1.45430, 1.00599)
H (-0.86351, 1.68431, 1.36588)
H (-1.25061, -1.83990, 2.66778)
O (0.23434, 3.35700, -1.75734)
H (1.95776, -2.18719, 3.44414)
O (-0.81714, -1.16732, -1.62305)
H (-1.77943, -0.47510, -3.42970)
H (-1.22302, -0.61625, -0.97625)

For the HOMO energy, the calculation gives -6.04 eV. As for the total charge: -1. The value obtained for the frontier orbital gap is 8.8 eV.



# 2
This record from OMol25 describes a single C21H33N5O3 molecule. The level of theory is wB97M-V/def2-TZVPD.

Atoms and positions in Å:
C (-1.24736, -2.49677, -3.45052)
O (-0.54099, -2.26583, -2.24901)
C (-0.38293, -3.45524, -1.50973)
C (0.57099, -3.21031, -0.33507)
C (0.35135, -4.26400, 0.74895)
N (-0.93002, -4.05173, 1.39907)
C (-1.93648, -4.96336, 1.23330)
O (-1.73292, -6.03152, 0.67855)
C (-3.30048, -4.58480, 1.76828)
C (-4.10046, -3.41127, 1.14514)
C (-5.38110, -4.19580, 1.49086)
C (-4.53763, -5.48207, 1.51437)
C (-4.58296, -6.38945, 0.25960)
C (-4.44202, -7.61958, 1.18139)
C (-4.81181, -6.71995, 2.38376)
C (-1.06067, -2.72918, 1.98258)
C (-0.87488, -1.65631, 0.92022)
N (0.39683, -1.87597, 0.24117)
C (1.04079, -0.78271, -0.25931)
O (0.62369, 0.35292, -0.09977)
C (2.39042, -1.00692, -0.94218)
C (2.26355, -1.26705, -2.40451)
N (2.50326, -2.42448, -2.96152)
N (2.20825, -2.30934, -4.29582)
C (1.80503, -1.08654, -4.48917)
N (1.82297, -0.37401, -3.32936)
C (1.40434, 1.01941, -3.13183)
C (-0.10597, 1.13966, -3.27797)
C (2.16230, 1.93839, -4.07872)
H (-1.37496, -1.53567, -3.94455)
H (-0.68705, -3.16806, -4.10871)
H (-2.23420, -2.93049, -3.24896)
H (-1.36284, -3.80451, -1.15620)
H (0.04501, -4.24597, -2.13738)
H (1.58786, -3.29942, -0.70737)
H (0.35639, -5.26322, 0.32058)
H (1.14984, -4.19142, 1.49260)
H (-3.22122, -4.42520, 2.84971)
H (-3.97857, -2.41322, 1.56425)
H (-3.94065, -3.36625, 0.06604)
H (-5.74456, -3.93383, 2.48705)
H (-6.20955, -4.16372, 0.78366)
H (-5.57586, -6.33491, -0.19337)
H (-3.82287, -6.25243, -0.50437)
H (-5.09378, -8.46837, 0.98030)
H (-3.40855, -7.95431, 1.22876)
H (-4.21281, -6.81926, 3.29048)
H (-5.86826, -6.79271, 2.65041)
H (-2.02376, -2.61912, 2.46931)
H (-0.28444, -2.61238, 2.74626)
H (-1.69984, -1.68445, 0.19920)
H (-0.85178, -0.66463, 1.36488)
H (2.95836, -0.09481, -0.75816)
H (2.93872, -1.83947, -0.50877)
H (1.50182, -0.67387, -5.43709)
H (1.66245, 1.26190, -2.10185)
H (-0.41837, 2.16238, -3.06622)
H (-0.41729, 0.89207, -4.29574)
H (-0.60666, 0.47287, -2.57698)
H (1.90255, 2.97588, -3.86908)
H (3.23956, 1.82008, -3.96190)
H (1.90478, 1.73423, -5.11957)

For the HOMO energy, the calculation gives -9.20 eV. The SMILES is COC[C@@H]1CN(C(=O)[C@H]2CCC23CCC3)CCN1C(=O)Cc1nncn1C(C)C. As for the total charge: 0. The value obtained for the frontier orbital gap is 9.9 eV.



# 3
This record from OMol25 describes 2 unconnected molecules or ions with the total composition C3H4F2OS. The level of theory is wB97M-V/def2-TZVPD.

Atoms and positions in Å:
C (1.19793, -0.75506, -0.37607)
C (-0.06484, 1.12273, 0.85479)
C (0.31208, 0.29841, -0.40351)
O (1.84601, -1.00769, 0.59470)
F (-1.16912, 1.86773, 0.68260)
F (-0.14204, 0.85714, -1.53834)
S (-1.58771, -1.78904, -0.04626)
H (1.38591, -1.38560, -1.32314)
H (-0.17678, 0.50426, 1.67712)
H (0.84873, 1.84998, 1.04195)
H (-2.45019, -1.56285, -1.16384)

For the HOMO energy (spin up / spin down), the calculation gives -9.39 / -9.39 eV. As for the total charge: 0. The value obtained for the frontier orbital gap (spin up / spin down) is 6.6 / 6.6 eV.



# 4
This record from OMol25 describes a molecular structure, C49H68ClCoN5O3S7Si4Te2. The level of theory is wB97M-V/def2-TZVPD.

Atoms and positions in Å:
Co (-1.49682, -0.42221, 0.73999)
C (5.11169, -2.38358, 4.88339)
C (3.81924, -1.67316, 4.58247)
C (3.37598, -0.62769, 5.38459)
C (2.19789, 0.04665, 5.08988)
C (1.45891, -0.32693, 3.97812)
C (1.87243, -1.38112, 3.17617)
C (3.04791, -2.04576, 3.48536)
S (0.04571, 0.64816, 3.51568)
O (-0.50446, 1.14924, 4.75536)
O (0.53386, 1.63216, 2.57967)
N (-0.95529, -0.32927, 2.74762)
C (-1.70243, -1.23145, 3.50134)
C (-1.51374, -1.60966, 4.80687)
C (-2.41792, -2.48300, 5.45017)
C (-3.52523, -2.96968, 4.81960)
C (-3.75001, -2.61256, 3.46538)
C (-4.87816, -3.03883, 2.72360)
C (-5.03612, -2.64979, 1.42856)
C (-4.03561, -1.85002, 0.83434)
N (-2.97649, -1.45722, 1.49860)
C (-2.82589, -1.78987, 2.81345)
H (5.45868, -2.16330, 5.89315)
H (5.89788, -2.07840, 4.18798)
H (4.99820, -3.46456, 4.78946)
H (3.95790, -0.33517, 6.25160)
H (1.85217, 0.86327, 5.70891)
H (1.25563, -1.71387, 2.35003)
H (3.36192, -2.87034, 2.85883)
H (-0.68452, -1.21953, 5.37863)
H (-2.22251, -2.74970, 6.48194)
H (-4.23038, -3.61735, 5.32481)
H (-5.60928, -3.67571, 3.20857)
H (-5.88826, -2.94782, 0.83502)
H (-4.09177, -1.54623, -0.20070)
Te (-0.44456, -3.68831, 0.82670)
C (1.26933, -4.74977, 0.21518)
C (2.34731, -5.19148, 0.94440)
C (3.32215, -5.88399, 0.17265)
C (2.98288, -5.96905, -1.14524)
S (1.47468, -5.20514, -1.42726)
H (2.41055, -5.04400, 2.01135)
H (4.23243, -6.30365, 0.58137)
H (3.53427, -6.43624, -1.94386)
C (-6.23497, 0.19387, -4.63701)
Si (-5.16963, 0.51074, -3.10617)
C (-6.14051, -0.15152, -1.63802)
C (-5.06878, 2.37611, -2.96197)
Si (-3.12483, -0.57413, -3.46910)
Te (-1.60500, -1.49693, -1.70893)
Si (-3.61988, -2.56156, -4.58810)
C (-4.97203, -3.46826, -3.64583)
C (-4.20846, -2.31427, -6.36761)
C (-2.12728, -3.69146, -4.68739)
Si (-1.90385, 0.82436, -4.85924)
C (-1.31354, 2.32446, -3.90053)
C (-2.81744, 1.44439, -6.39222)
C (-0.39399, -0.11980, -5.47087)
H (-7.17767, 0.74054, -4.55412)
H (-6.46918, -0.86536, -4.74559)
H (-5.73111, 0.51679, -5.54890)
H (-7.18929, 0.14338, -1.73533)
H (-5.75285, 0.26783, -0.70788)
H (-6.09304, -1.23964, -1.57069)
H (-6.05672, 2.77713, -2.71974)
H (-4.74325, 2.82378, -3.90394)
H (-4.36795, 2.67059, -2.18443)
H (-5.91803, -2.92498, -3.67814)
H (-4.67673, -3.57506, -2.60058)
H (-5.13447, -4.46697, -4.05885)
H (-5.07999, -1.66556, -6.43126)
H (-4.46532, -3.27997, -6.81164)
H (-3.41997, -1.86612, -6.97436)
H (-1.79025, -3.96949, -3.68878)
H (-1.28962, -3.20267, -5.18639)
H (-2.38181, -4.59843, -5.24278)
H (-2.12601, 3.03201, -3.73022)
H (-0.51527, 2.83683, -4.44395)
H (-0.93946, 2.03029, -2.91875)
H (-3.64272, 2.10511, -6.12166)
H (-3.23009, 0.62111, -6.97620)
H (-2.13241, 2.00763, -7.03096)
H (0.07480, -0.65738, -4.64542)
H (0.33966, 0.56312, -5.90719)
H (-0.67375, -0.85283, -6.23054)
C (6.36795, -0.24857, -1.22237)
C (5.93683, 1.22125, -1.19122)
C (5.77958, 1.71580, -2.63470)
C (7.05970, 2.05403, -0.55432)
C (4.60358, 1.42520, -0.38481)
O (4.29752, 2.80086, -0.52081)
C (4.78944, 1.07377, 1.10445)
C (3.73177, 1.60208, 2.09273)
C (3.94116, 3.03204, 2.51424)
C (5.01181, 3.36406, 3.33931)
C (5.23904, 4.67060, 3.74235)
C (4.36832, 5.65731, 3.31696)
Cl (4.64404, 7.31413, 3.81720)
C (3.28078, 5.35846, 2.51672)
C (3.07454, 4.04542, 2.12131)
C (3.50990, 0.53225, -1.01551)
N (2.17264, 0.78756, -0.51349)
C (1.24574, -0.11454, -0.20039)
N (0.12082, 0.50857, 0.09869)
C (0.39679, 1.81493, -0.08251)
N (1.62467, 2.03347, -0.48669)
H (7.34624, -0.33009, -1.70186)
H (5.67846, -0.87005, -1.79499)
H (6.46056, -0.67304, -0.22300)
H (6.73921, 1.61978, -3.14664)
H (5.47661, 2.76050, -2.65663)
H (5.05514, 1.14046, -3.21058)
H (7.87350, 2.17320, -1.27221)
H (7.47992, 1.57590, 0.33082)
H (6.70247, 3.04489, -0.27569)
H (3.33111, 2.92227, -0.48578)
H (5.75182, 1.46160, 1.43861)
H (4.84053, -0.01380, 1.20440)
H (3.80773, 0.98303, 2.98837)
H (2.71362, 1.47729, 1.73246)
H (5.68290, 2.58258, 3.67960)
H (6.07218, 4.92159, 4.38486)
H (2.59858, 6.13953, 2.21269)
H (2.20930, 3.79760, 1.52195)
H (3.70010, -0.51159, -0.76302)
H (3.50139, 0.61475, -2.10125)
H (1.39045, -1.18532, -0.17252)
H (-0.32695, 2.59453, 0.08411)
C (-4.15838, 1.21099, 4.32529)
S (-5.07965, 1.26644, 2.76669)
C (-4.32842, 2.66791, 2.03144)
C (-3.52183, 2.65807, 0.94025)
S (-3.03515, 1.36979, -0.12310)
S (-2.97080, 4.25386, 0.47325)
C (-3.73176, 5.19811, 1.69133)
S (-3.59415, 6.84807, 1.81621)
S (-4.66738, 4.22877, 2.73801)
H (-4.47498, 0.31047, 4.85371)
H (-4.37253, 2.08287, 4.94132)
H (-3.09391, 1.15862, 4.13227)

For the HOMO energy, the calculation gives -1.74 eV. Its spin multiplicity is 2. As for the total charge: -2. The value obtained for the frontier orbital gap is 5.2 eV. Its expectation value of S² is 0.76.



# 5
This record from OMol25 describes a molecular structure, C25H45BN11S3Ti. The level of theory is wB97M-V/def2-TZVPD.

Atoms and positions in Å:
Ti (-0.09581, 0.36896, 0.11198)
C (-2.64385, -2.97788, -3.57791)
C (-1.11616, -2.98847, -3.58224)
C (-0.52989, -1.62902, -3.96048)
C (-0.64608, -4.01561, -4.61130)
N (-0.61193, -3.38566, -2.22881)
C (0.18757, -4.49202, -1.99472)
C (0.46210, -4.51410, -0.67996)
N (-0.15384, -3.43033, -0.09325)
B (0.11304, -3.18956, 1.42012)
N (1.54796, -2.67196, 1.67410)
C (2.19499, -3.05000, 2.82985)
C (3.40204, -2.46243, 2.84749)
N (3.50669, -1.70886, 1.68802)
C (2.35393, -1.84184, 0.97892)
S (1.98179, -1.09117, -0.52967)
C (4.72474, -0.92975, 1.31009)
C (4.36780, 0.55108, 1.15980)
C (5.76160, -1.05933, 2.42407)
C (5.31534, -1.50089, 0.02192)
N (-1.01137, -2.35526, 2.11119)
C (-2.23445, -2.96238, 2.27541)
C (-3.05373, -2.09252, 2.88455)
N (-2.33206, -0.92919, 3.10968)
C (-1.07542, -1.10537, 2.61664)
S (0.24540, 0.01261, 2.59192)
C (-3.01301, 0.21573, 3.79809)
C (-2.13717, 1.44527, 4.00120)
C (-3.47417, -0.28016, 5.17008)
C (-4.21183, 0.61598, 2.93440)
C (-0.79954, -2.73843, -1.05047)
S (-1.72258, -1.29566, -0.81711)
H (-2.99895, -2.73763, -4.58062)
H (-3.04097, -2.24249, -2.88372)
H (-3.02762, -3.96263, -3.30597)
H (-0.82935, -1.38570, -4.98058)
H (0.56008, -1.66389, -3.91698)
H (-0.88286, -0.84316, -3.29820)
H (-1.03362, -3.71414, -5.58315)
H (-1.03010, -5.01369, -4.39769)
H (0.44126, -4.05169, -4.68470)
H (0.48514, -5.17179, -2.76709)
H (1.04375, -5.20973, -0.10211)
H (0.06380, -4.28056, 1.93366)
H (1.73464, -3.71262, 3.54028)
H (4.18303, -2.52618, 3.57819)
H (3.82500, 0.89938, 2.04157)
H (3.75370, 0.70425, 0.27636)
H (5.28784, 1.12913, 1.05974)
H (5.39840, -0.65222, 3.36868)
H (6.64193, -0.49000, 2.12981)
H (6.07341, -2.09353, 2.57116)
H (4.60863, -1.43427, -0.80125)
H (5.59333, -2.54628, 0.16565)
H (6.21431, -0.94131, -0.24009)
H (-2.41359, -3.96849, 1.94024)
H (-4.07793, -2.20409, 3.18448)
H (-1.26324, 1.23215, 4.61092)
H (-2.75093, 2.18435, 4.51945)
H (-1.80126, 1.86524, 3.05613)
H (-2.61691, -0.58908, 5.76899)
H (-4.16473, -1.11938, 5.09792)
H (-3.98485, 0.52941, 5.69149)
H (-3.86738, 0.91868, 1.94394)
H (-4.72888, 1.45550, 3.39922)
H (-4.92785, -0.19584, 2.81379)
C (3.14534, 4.04642, 0.19717)
N (1.74321, 4.38608, 0.39339)
C (1.41506, 5.65361, 1.03305)
C (0.82091, 3.39798, 0.24813)
N (1.08759, 2.18059, -0.08260)
N (-0.49119, 3.80559, 0.46907)
C (-1.66867, 3.10901, 0.27809)
N (-2.76866, 3.92514, 0.35455)
N (-1.71854, 1.83635, 0.11728)
H (3.72801, 4.96233, 0.19522)
H (3.29167, 3.56358, -0.76963)
H (3.52349, 3.38848, 0.98493)
H (2.33452, 6.20309, 1.20528)
H (0.93750, 5.51097, 2.00631)
H (0.78082, 6.27962, 0.39916)
H (2.07596, 2.01178, -0.21420)
H (-0.61666, 4.75610, 0.76771)
H (-2.69548, 4.86752, 0.00680)
H (-3.66049, 3.49183, 0.18204)
H (-2.66253, 1.51743, -0.07393)

For the HOMO energy (spin up / spin down), the calculation gives -8.33 / -9.91 eV. Its spin multiplicity is 3. As for the total charge: +1. The value obtained for the frontier orbital gap (spin up / spin down) is 6.2 / 7.8 eV. Its expectation value of S² is 2.01.



# 6
This record from OMol25 describes a single CH2O5S molecule. The level of theory is wB97M-V/def2-TZVPD.

Atoms and positions in Å:
C (-0.75650, 0.91987, 1.01570)
O (2.10754, -1.02856, -0.21146)
O (-0.18158, -1.46948, -0.74284)
O (0.34794, 0.07746, 1.07111)
O (0.71023, 0.80035, -1.31122)
O (-1.64746, 0.86743, 0.29996)
S (0.88484, -0.32348, -0.40265)
H (-0.80573, 1.54167, 1.85265)
H (-0.65928, -1.38525, -1.57124)

For the HOMO energy, the calculation gives -11.94 eV. The SMILES is O=COS(=O)(=O)O. As for the total charge: 0. The value obtained for the frontier orbital gap is 12.5 eV.



Which energy relative to the best compared isomer or geometry (same formula, charge and spin) belongs to each record? In order, 59.9; 0.0; 88.4; 0.0; 0.0; 2.5 kcal/mol.